Below is a single C17H20N4O3S molecule, with properties calculated with the ωB97M-V functional and the def2-TZVPD basis.

```
45
Properties=species:S:1:pos:R:3:mulliken_charge:R:1
C -0.991 3.481 3.136 -1.358
C -0.415 2.097 2.900 -0.059
O 0.678 2.217 1.987 -0.361
C 1.493 1.149 1.912 0.815
O 1.355 0.141 2.564 -0.668
N 2.530 1.349 1.057 0.116
C 2.617 2.484 0.169 -0.805
C 2.054 2.111 -1.212 -0.742
N 2.296 0.701 -1.477 0.170
C 1.290 -0.030 -2.011 0.809
O 0.261 0.482 -2.399 -0.681
C 1.553 -1.525 -2.158 -0.810
S 0.023 -2.331 -2.696 -0.310
C -0.922 -2.050 -1.252 0.816
N -0.289 -1.589 -0.201 -0.348
C -1.012 -1.368 0.905 -0.675
N -2.291 -1.540 1.049 -0.643
C -2.972 -2.024 -0.016 0.115
C -4.358 -2.247 0.081 -0.387
C -5.046 -2.752 -0.989 -0.360
C -4.390 -3.051 -2.193 -0.711
C -3.042 -2.841 -2.320 -0.745
C -2.313 -2.326 -1.238 0.558
C 3.498 0.194 -0.861 -0.982
C 3.338 0.209 0.671 -0.690
H -0.236 4.136 3.563 0.323
H -1.332 3.908 2.197 0.326
H -1.831 3.412 3.820 0.414
H -0.052 1.649 3.831 0.350
H -1.166 1.427 2.466 0.174
H 2.058 3.316 0.594 0.416
H 3.671 2.771 0.095 0.356
H 2.518 2.724 -1.993 0.278
H 0.973 2.262 -1.247 0.481
H 2.294 -1.720 -2.933 0.538
H 1.843 -1.978 -1.211 0.343
H -0.450 -1.012 1.759 0.816
H -4.846 -2.014 1.014 0.469
H -6.109 -2.926 -0.914 0.384
H -4.957 -3.446 -3.022 0.400
H -2.519 -3.061 -3.239 0.353
H 4.324 0.848 -1.160 0.378
H 3.725 -0.811 -1.209 0.425
H 2.822 -0.686 1.027 0.426
H 4.322 0.261 1.152 0.284
```

SMILES: CCOC(=O)N1CCN(C(=O)CSc2ncnc3ccccc23)CC1
Orbital gap (eV): 8.64
Strongest force on any atom (eV/Å): 0.7
Charge: 0
Electronic energy (a.u.): -1502.79549
ΔE to the lowest compared entry with this formula, charge and spin (kcal/mol): 7.6